This record from the Open Molecules 2025 dataset describes a structure of composition C60H52BCl2N2O6P3TeY. The level of theory is ωB97M-V with the def2-TZVPD basis set.

XYZ file:
```
128
Properties=species:S:1:pos:R:3:forces:R:3
Y 1.220666 -0.004120 0.602883 -1.680 0.030 -2.063
Te -0.896819 -5.097217 -0.685168 -0.318 -0.035 -0.176
C -2.963059 -5.512605 -0.959830 -0.007 0.096 -0.044
C -3.426340 -6.285621 -2.018463 -0.067 -0.080 0.009
C -4.795930 -6.441898 -2.199290 0.018 0.030 0.108
N -5.720290 -5.899289 -1.405704 0.197 0.090 0.112
C -5.263007 -5.162597 -0.384526 -0.007 -0.098 -0.147
C -3.918519 -4.939436 -0.126455 -0.080 0.057 -0.005
C -1.038623 -3.052269 -0.380935 1.209 0.062 0.214
P -0.322147 -1.882623 -1.540521 -0.687 -0.829 0.073
C 0.752550 -2.846749 -2.680536 0.007 0.148 0.033
C 0.311603 -3.425144 -3.865007 -0.018 -0.004 -0.100
C 1.164850 -4.209250 -4.631266 0.035 0.040 0.027
C 2.476552 -4.420380 -4.226332 -0.062 0.035 0.032
C 2.931265 -3.840956 -3.048324 -0.091 0.032 0.018
C 2.069526 -3.062895 -2.286574 0.080 -0.048 -0.059
C -1.714895 -1.443346 -2.689136 0.089 0.154 0.020
C -1.603676 -0.328054 -3.526586 0.044 0.000 -0.073
C -2.667406 0.078839 -4.324443 0.029 -0.072 0.066
C -3.870163 -0.617584 -4.292264 0.047 -0.060 0.053
C -3.995089 -1.727906 -3.465328 0.097 0.013 0.020
C -2.924336 -2.136003 -2.674439 -0.094 0.017 -0.056
P -0.615679 -2.383871 1.228210 -1.065 0.053 -0.079
C -2.203972 -1.589775 1.799797 0.184 -0.083 0.313
C -2.407095 -1.270760 3.146688 -0.018 0.032 0.015
C -3.549365 -0.606076 3.564720 0.017 -0.003 -0.082
C -4.512611 -0.223519 2.633822 0.056 -0.052 -0.036
C -4.312706 -0.509947 1.290857 0.129 -0.036 0.012
C -3.165160 -1.190817 0.880287 -0.152 0.031 0.005
C -0.499580 -3.786446 2.404470 0.360 0.115 0.015
C -1.573083 -4.356838 3.078163 -0.066 -0.118 0.019
C -1.389268 -5.476913 3.881476 0.038 0.050 -0.038
C -0.125742 -6.033885 4.028308 -0.016 0.037 -0.052
C 0.957813 -5.462081 3.372602 -0.069 0.015 -0.021
C 0.769569 -4.346179 2.569344 0.008 0.018 0.060
H -2.732361 -6.744035 -2.714842 -0.047 0.039 0.004
H -5.170203 -7.022728 -3.037423 0.008 -0.011 0.019
H -6.018391 -4.726409 0.261561 -0.005 0.015 -0.010
H -3.616734 -4.301737 0.699669 -0.046 -0.050 -0.067
H -0.707775 -3.263257 -4.195944 0.018 -0.026 0.011
H 0.803278 -4.656251 -5.549846 -0.002 0.003 0.009
H 3.142181 -5.029985 -4.826188 -0.011 0.024 0.004
H 3.958783 -3.982167 -2.734252 -0.017 0.006 0.012
H 2.417106 -2.596355 -1.373602 0.009 0.038 -0.021
H -0.666363 0.220787 -3.567751 -0.031 -0.034 0.018
H -2.555736 0.942983 -4.969466 0.003 -0.007 0.020
H -4.703415 -0.298600 -4.907369 0.012 0.001 0.012
H -4.927502 -2.280266 -3.427440 0.029 0.000 -0.019
H -3.025722 -2.998445 -2.026332 -0.015 0.008 0.028
H -1.652032 -1.547807 3.877516 -0.029 -0.005 -0.003
H -3.689061 -0.376291 4.615348 0.004 -0.023 -0.027
H -5.414267 0.283009 2.958538 0.034 0.026 -0.011
H -5.051241 -0.213448 0.553324 0.018 -0.025 0.017
H -3.024359 -1.438205 -0.166159 -0.016 -0.016 0.018
H -2.564384 -3.931666 2.977500 0.019 -0.027 -0.026
H -2.239478 -5.918102 4.388152 0.011 0.007 -0.005
H 0.013578 -6.911709 4.648046 -0.003 0.022 0.004
H 1.948658 -5.886633 3.486588 -0.028 0.019 -0.012
H 1.614495 -3.896717 2.057361 -0.021 -0.022 0.012
O 3.084788 -2.149953 1.077952 -0.396 -0.021 -0.120
H 3.655922 -1.694763 1.709574 -0.023 0.092 -0.094
H 3.600827 -2.214466 0.264454 0.084 0.098 0.051
O -0.703780 1.244982 -0.773519 0.139 -0.176 0.097
H -1.541685 0.777889 -0.885820 0.079 -0.072 -0.087
H -0.093888 0.914330 -1.468956 0.185 -0.032 -0.136
O -0.807651 1.086120 2.306630 0.169 -0.112 -0.139
H -0.546791 0.746971 3.172539 0.020 -0.040 -0.019
H -0.234627 1.857369 2.127020 -0.024 0.042 0.044
O 3.133491 1.123881 3.294378 -0.173 -0.171 0.135
B 2.010991 0.350806 2.828828 1.181 0.528 2.809
O 1.292571 -0.006296 4.038564 0.124 0.133 -0.050
C 1.959557 0.528586 5.110413 -0.367 -0.244 -0.198
C 1.649729 0.442558 6.446832 0.036 0.038 0.231
C 2.510046 1.089244 7.341078 -0.045 -0.033 -0.117
C 3.625374 1.785283 6.886719 -0.021 -0.015 -0.158
C 3.924867 1.857675 5.521014 0.040 0.049 0.215
C 3.067705 1.213691 4.658221 0.244 0.096 -0.411
H 0.781115 -0.106746 6.787425 0.020 0.017 -0.016
H 2.303150 1.044897 8.403072 0.003 0.004 -0.018
H 4.272571 2.279984 7.600102 0.000 -0.013 -0.012
H 4.790955 2.392137 5.151522 -0.028 -0.016 0.015
O 0.795681 2.741033 0.997678 -0.110 -0.130 -0.129
P 0.362659 3.828845 0.046142 0.522 -0.065 0.211
C -1.407618 4.146623 -0.060395 -0.200 -0.042 0.040
C -2.316569 3.286184 0.552408 -0.064 -0.033 -0.057
C -3.680261 3.543824 0.469119 0.069 -0.015 0.031
C -4.142333 4.650481 -0.227111 0.024 0.007 -0.019
C -3.239965 5.514641 -0.834994 0.028 -0.026 0.008
C -1.878321 5.267247 -0.748134 -0.028 -0.003 0.079
C 1.081124 5.379280 0.661178 0.035 0.077 0.028
C 1.313901 6.484826 -0.155808 0.020 0.002 0.021
C 1.844863 7.650386 0.378996 -0.012 -0.043 0.014
C 2.165509 7.712413 1.729802 -0.008 -0.014 -0.019
C 1.965474 6.605028 2.542098 -0.041 -0.047 -0.051
C 1.422881 5.441235 2.009981 -0.014 0.082 0.019
C 1.032615 3.662091 -1.604851 0.135 0.025 -0.162
C 0.272403 3.727699 -2.769222 0.089 -0.040 0.015
C 0.897641 3.610006 -4.004499 0.027 -0.048 0.040
C 2.271648 3.419900 -4.074734 -0.069 -0.026 -0.014
C 3.031735 3.340247 -2.915238 0.001 0.021 0.047
C 2.414724 3.462720 -1.680911 -0.120 0.013 -0.039
H -1.975965 2.399017 1.073604 -0.033 0.140 -0.017
H -4.374093 2.863180 0.948136 0.013 0.018 -0.027
H -5.205925 4.840405 -0.302339 0.006 0.004 0.015
H -3.594545 6.382445 -1.377360 0.001 -0.019 0.006
H -1.185912 5.953009 -1.221395 0.001 -0.020 0.020
H 1.108904 6.426437 -1.219177 -0.003 -0.003 0.019
H 2.021490 8.506658 -0.260401 0.000 -0.025 0.002
H 2.584166 8.621805 2.145251 -0.005 -0.039 -0.018
H 2.238150 6.643354 3.589299 -0.016 -0.012 -0.009
H 1.276378 4.565506 2.630176 0.023 0.017 0.000
H -0.802933 3.837919 -2.711972 -0.003 0.003 -0.009
H 0.306744 3.635783 -4.912442 0.018 0.009 0.032
H 2.749793 3.295370 -5.038908 -0.014 0.002 0.025
H 4.097707 3.151212 -2.971479 -0.048 -0.017 0.005
H 2.999431 3.376547 -0.771353 -0.004 -0.021 -0.006
Cl 1.905839 -0.060289 -4.446010 0.027 0.024 0.105
C 3.309167 0.109228 -3.413112 0.091 0.048 -0.119
C 4.543579 0.150465 -4.033457 -0.159 -0.013 0.078
C 5.719994 0.320721 -3.303184 -0.067 0.033 -0.093
C 5.608100 0.452096 -1.926225 -0.122 -0.014 0.149
C 4.362020 0.395604 -1.332561 0.291 0.049 0.029
Cl 4.268539 0.633909 0.408480 0.020 0.185 0.031
C 3.092369 0.243013 -1.990568 -0.427 0.152 0.076
N 1.936077 0.266970 -1.356424 0.919 0.114 -0.588
H 4.580354 0.054338 -5.112042 -0.014 -0.021 0.011
H 6.683991 0.358311 -3.793920 -0.046 -0.020 0.016
H 6.484610 0.606327 -1.307626 -0.024 -0.015 -0.002
```
Forces are in eV/Å.

Computed properties:
total energy	-5154.4391	a.u.
charge	-1
energy relative to the best compared isomer or geometry (same formula, charge and spin)	16.0	kcal/mol
HOMO	-3.8	eV
gap between HOMO and LUMO	0.21947	hartree
2S+1	1